1.
This record from the OMol25 dataset describes C9H11NO5Sn as an isolated structure at a distorted geometry. The level of theory is ωB97M-V/def2-TZVPD.

Summary:
* DFT total energy: -27049.25255 eV
* net charge: +2
* relative energy (zero: lowest compared OMol25 entry of this formula, charge and spin): 13.8 kJ/mol
* Kohn-Sham gap: 0.21443 hartree
* LUMO level: -8.93 eV

Element x y z (Å)
O 0.8892 -2.0350 -2.8558
H -2.3842 -3.2790 2.4709
H -1.9007 -2.1713 3.7887
H 0.8418 -3.9404 3.0458
H 1.0529 5.3964 -2.9040
O 3.7231 0.8692 -0.0722
C 0.4648 4.0341 -4.4450
C -0.6037 -1.4771 1.5213
O 0.4002 -1.0831 0.8018
O -3.1190 0.0777 -0.9859
H 1.1615 -3.4754 1.3287
C 0.8692 -3.1066 2.3371
O -0.3166 2.6059 2.1247
C -0.1228 2.0282 1.1500
C -2.0038 0.3346 -0.9600
C 0.6990 -1.0709 -2.2424
H -1.5874 -0.9888 1.4889
Sn 0.2977 0.8066 -0.8479
C 0.2287 4.9434 -3.4689
H -1.1654 -3.8676 3.7322
H 1.6514 -2.3756 2.6405
N -0.4497 -2.5051 2.3317
H -0.3606 3.5141 -4.9471
C -1.5553 -3.0126 3.1562
H -0.7937 5.1849 -3.1533
H 1.4870 3.7258 -4.6975
C 2.5963 0.8678 -0.3386

Cartesian forces, eV/Å:
-0.9 4.5 2.6
0.4 -0.3 0.6
0.2 -0.8 0.0
0.2 0.2 -0.3
-0.4 0.0 -0.4
-5.1 0.2 -1.4
-0.2 0.4 1.2
0.9 -0.8 0.3
-1.2 1.5 -0.9
3.6 1.1 -0.1
-0.4 0.2 0.7
1.1 -0.6 0.1
0.7 -2.0 -3.8
-1.1 2.6 5.7
-5.9 -1.9 0.4
1.2 -6.4 -3.4
0.2 -0.2 0.1
0.3 1.2 -1.1
0.2 -1.2 -0.5
-0.6 0.5 -0.2
-0.6 -0.4 -0.1
0.0 1.5 -1.4
0.4 0.4 0.0
-0.5 0.5 -0.2
0.5 0.1 -0.3
-0.5 0.3 -0.1
7.2 -0.6 2.3

Let us look at the natural (NBO) charges, expressed in e, one per atom:
1 O -0.301
2 H 0.233
3 H 0.234
4 H 0.243
5 H 0.202
6 O -0.296
7 C -0.399
8 C 0.516
9 O -0.756
10 O -0.301
11 H 0.235
12 C -0.435
13 O -0.303
14 C 0.510
15 C 0.501
16 C 0.518
17 H 0.164
18 Sn 0.956
19 C -0.394
20 H 0.255
21 H 0.237
22 N -0.314
23 H 0.200
24 C -0.420
25 H 0.201
26 H 0.201
27 C 0.512

***

2.
This record from the OMol25 dataset describes C9H11NOS as an isolated structure at a distorted geometry. The level of theory is ωB97M-V/def2-TZVPD.

Summary:
* DFT total energy: -23881.13325 eV
* net charge: 0
* relative energy (zero: lowest compared OMol25 entry of this formula, charge and spin): 320.5 kJ/mol
* Kohn-Sham gap: 0.31818 hartree
* LUMO level: 0.63 eV

Element x y z (Å)
C -1.7056 0.0036 1.4089
C 1.1199 -0.5778 -0.1624
H -2.8676 1.2439 -0.7545
C -0.3452 -0.9701 -0.3692
H -3.3225 -0.5667 -0.7967
C 2.3016 -1.3057 -0.2877
O 4.7004 -0.8994 -0.0948
H 2.3198 -2.3479 -0.4551
H -2.5361 -0.7538 1.3327
C -0.4479 1.4470 -0.0296
S 2.9354 1.2180 0.1564
N -0.5896 2.6590 0.0126
H -0.4131 -1.9743 0.2065
C 1.3031 0.7155 0.1026
H -2.3197 0.1257 -2.0530
C 3.3625 -0.4447 -0.0895
C -1.2854 0.1879 0.0123
H 5.4056 -0.3100 0.1722
H -0.8797 -0.4308 1.9462
H -1.5064 3.0498 0.0744
C -2.5449 0.2624 -0.8796
H -2.2141 0.8806 1.9424
H -0.4706 -1.2121 -1.3952

Cartesian forces, eV/Å:
-2.7 -0.5 1.9
-1.8 0.6 -0.2
-1.6 1.5 0.1
1.5 -1.9 1.2
1.0 1.3 0.8
1.2 1.1 0.5
-1.7 -0.4 -0.3
0.5 -0.9 -0.1
0.9 0.4 0.6
4.6 -2.1 0.4
-0.2 -0.6 0.1
0.5 1.2 0.1
-0.8 1.6 -0.7
-4.5 2.5 -0.4
0.0 0.7 2.5
2.1 -1.3 -0.2
0.3 -0.5 -1.6
-0.5 0.7 0.2
0.1 0.2 0.8
-1.0 0.0 -0.2
1.1 -2.3 -3.4
1.1 -0.9 -0.8
-0.2 -0.3 -1.1

Let us look at the natural (NBO) charges, expressed in e, one per atom:
1 C -0.587
2 C -0.071
3 H 0.206
4 C -0.392
5 H 0.229
6 C -0.340
7 O -0.697
8 H 0.229
9 H 0.212
10 C 0.464
11 S 0.418
12 N -0.653
13 H 0.218
14 C -0.305
15 H 0.211
16 C 0.139
17 C -0.200
18 H 0.492
19 H 0.227
20 H 0.355
21 C -0.591
22 H 0.218
23 H 0.218

***

3.
This record from the OMol25 dataset describes one molecule with the formula C9H11NSe at a distorted geometry. The level of theory is ωB97M-V/def2-TZVPD.

Summary:
* DFT total energy: -76345.38402 eV
* net charge: 0
* relative energy (zero: lowest compared OMol25 entry of this formula, charge and spin): 19.7 kJ/mol
* Kohn-Sham gap: 0.31583 hartree
* LUMO level: 0.71 eV

Element x y z (Å)
H 2.6714 1.4877 -3.1667
C 1.1712 2.1662 -2.0398
C -2.0718 -1.5703 -0.9077
H -1.5301 -3.1612 0.5174
C -1.3971 -2.1625 0.1107
H 1.3219 0.7685 3.5307
C -1.7458 -0.2663 -1.2942
C 1.9198 1.1888 -2.5401
H -0.1270 -0.4256 3.1855
H -2.3810 0.2670 -2.1305
N 0.5987 0.5132 1.5701
H 0.0044 -2.0379 1.6174
H 1.7658 0.1455 -2.1947
C -0.2824 -0.0348 0.6552
H 1.4519 -0.8680 2.9254
H -2.7650 -2.1611 -1.3819
C 0.8246 0.0223 2.8629
H 0.7833 1.5080 1.4831
H 1.4048 3.1967 -2.3856
C -0.8412 0.4737 -0.5329
Se -0.1910 2.3753 -0.7774
C -0.5853 -1.4252 0.8932

Cartesian forces, eV/Å:
1.8 0.2 -1.7
0.8 1.3 -0.7
0.8 1.4 -0.6
-0.4 -0.2 -0.9
-0.1 -0.5 1.4
-1.0 -0.5 -0.6
-1.8 1.1 -1.0
-2.5 -1.2 2.6
0.0 0.7 1.0
1.7 -1.2 1.6
0.2 2.4 -2.2
-0.6 1.1 -0.3
0.3 0.7 -0.6
0.0 -3.1 0.6
0.6 0.0 -0.4
-1.7 -0.8 -1.5
-0.2 -1.4 1.4
-0.2 -0.4 -0.4
-0.1 -0.7 0.2
1.4 1.9 1.1
-1.5 -1.5 -0.3
2.3 0.7 1.2

Let us look at the natural (NBO) charges, expressed in e, one per atom:
1 H 0.205
2 C -0.400
3 C -0.265
4 H 0.215
5 C -0.181
6 H 0.217
7 C -0.204
8 C -0.425
9 H 0.193
10 H 0.237
11 N -0.600
12 H 0.209
13 H 0.209
14 C 0.157
15 H 0.181
16 H 0.212
17 C -0.409
18 H 0.402
19 H 0.207
20 C -0.209
21 Se 0.326
22 C -0.276

***

4.
This record from the OMol25 dataset describes an isolated ion of composition C9H11O and charge +1 at a distorted geometry. The level of theory is ωB97M-V/def2-TZVPD.

Summary:
* DFT total energy: -11547.73889 eV
* net charge: +1
* relative energy (zero: lowest compared OMol25 entry of this formula, charge and spin): 286.0 kJ/mol
* Kohn-Sham gap: 0.33020 hartree
* LUMO level: -4.94 eV

Element x y z (Å)
C 0.4872 -0.8270 0.2018
H -1.2797 1.8498 0.9669
H 0.6619 -1.9030 0.0915
H -1.4203 -2.8801 1.2039
H -0.5730 2.7304 -2.5518
O -1.8378 -0.7781 0.9951
H 1.5472 2.1176 0.4714
C -0.7051 -0.2073 0.6207
C 1.4622 0.0068 -0.1758
H 2.8786 -1.4498 -0.7903
H 2.9947 -0.7844 0.7350
C 0.8580 1.4175 0.0952
C -1.0477 2.4720 -1.5676
C 2.9552 -0.4866 -0.3317
H -2.1168 2.5001 -1.4384
H -3.0944 -2.3576 1.5995
H 3.7176 0.1029 -0.8661
C -0.2307 1.7874 -0.7717
C -2.2143 -2.1505 0.9489
C -0.5633 1.1929 0.6285
H -2.4794 -2.3531 -0.0650

Cartesian forces, eV/Å:
0.4 -3.1 -0.8
-1.0 1.3 1.7
-0.6 0.3 0.3
-0.1 0.8 0.2
-0.8 0.5 1.1
1.1 1.9 0.2
0.4 1.1 0.5
-1.7 -1.8 0.5
0.4 1.7 0.9
0.0 -0.6 -0.7
1.5 0.7 -0.3
0.7 -0.9 -1.0
2.5 -1.2 -1.5
-2.8 0.4 0.4
-0.1 0.0 0.0
0.8 0.8 -0.4
-0.5 0.1 0.9
-1.6 0.5 -0.5
0.3 -1.6 0.2
1.4 -0.6 -1.1
-0.4 -0.2 -0.7

Let us look at the natural (NBO) charges, expressed in e, one per atom:
1 C -0.398
2 H 0.291
3 H 0.247
4 H 0.204
5 H 0.251
6 O -0.411
7 H 0.280
8 C 0.585
9 C 0.261
10 H 0.244
11 H 0.270
12 C -0.255
13 C -0.340
14 C -0.649
15 H 0.244
16 H 0.239
17 H 0.270
18 C 0.108
19 C -0.267
20 C -0.381
21 H 0.207

***

5.
This record from the OMol25 dataset describes an isolated ion of composition C9H11O2S and charge -1 at a distorted geometry. The level of theory is ωB97M-V/def2-TZVPD.

Summary:
* DFT total energy: -24440.22587 eV
* net charge: -1
* relative energy (zero: lowest compared OMol25 entry of this formula, charge and spin): 131.4 kJ/mol
* Kohn-Sham gap (spin up / spin down): 0.19361 / 0.19358 hartree
* LUMO level (spin up / spin down): 2.53 / 2.53 eV

Element x y z (Å)
H 1.5613 0.1282 -1.3889
C 1.1116 2.2507 -0.1171
H 1.9300 -2.2341 -0.2284
H -3.5344 0.2716 1.4118
H 1.6594 -1.4984 1.3289
O 1.0454 3.4213 0.2619
H 3.0515 -0.9007 0.1663
C -2.0061 0.5684 -0.2050
H -1.1687 1.9686 1.2259
C -0.8415 0.9679 0.8084
C -0.2157 -1.1069 -0.8191
C -1.5367 -0.7064 -0.7756
C 0.9639 -0.2928 -0.4282
C 0.5230 0.9949 0.1682
H -0.8380 0.1778 1.6000
C -3.3786 0.6669 0.4254
C 1.9908 -1.2500 0.2328
H -2.1423 1.2325 -1.0688
H 2.7896 2.7781 -0.7761
H -0.1083 -2.1140 -1.2355
O 2.2105 2.0234 -1.0585
S -4.7520 1.3723 -0.3191
H -2.1893 -1.4151 -1.0583

Cartesian forces, eV/Å:
-1.5 -1.6 1.6
1.3 -2.2 -0.8
0.1 0.0 -0.4
0.1 -0.2 0.5
0.9 0.8 -1.6
-0.9 0.0 0.4
-1.0 -0.1 0.4
-0.2 1.0 0.2
0.9 -1.0 -0.1
-0.6 1.1 0.5
-2.8 0.6 -0.6
4.2 0.0 1.2
1.9 0.7 -2.9
-1.1 2.1 1.0
-0.5 0.6 -0.3
-1.5 0.5 -2.0
-0.4 -0.1 2.2
0.7 0.5 0.2
-0.7 -0.9 -0.7
0.4 0.3 0.1
0.8 1.4 1.0
2.5 -1.2 1.3
-2.6 -2.3 -1.2

Let us look at the natural (NBO) charges, expressed in e, one per atom:
1 H 0.264
2 C 0.707
3 H 0.184
4 H 0.174
5 H 0.183
6 O -0.754
7 H 0.208
8 C -0.381
9 H 0.221
10 C -0.373
11 C -0.148
12 C -0.202
13 C -0.309
14 C -0.393
15 H 0.178
16 C -0.113
17 C -0.591
18 H 0.232
19 H 0.468
20 H 0.184
21 O -0.806
22 S -0.114
23 H 0.181

***

6.
This record from the OMol25 dataset describes a 2-piece molecular cluster, C9H11O3 overall at a distorted geometry. The level of theory is ωB97M-V/def2-TZVPD.

Summary:
* DFT total energy: -15655.51670 eV
* net charge: -1
* relative energy (zero: lowest compared OMol25 entry of this formula, charge and spin): 75.6 kJ/mol
* Kohn-Sham gap: 0.26154 hartree
* LUMO level: 3.55 eV

Element x y z (Å)
H -2.2967 -2.5172 0.4470
C -1.1759 -0.8060 0.3300
C 1.8137 2.2235 -1.7441
H -0.4303 -4.6751 1.3034
C -0.2132 0.1171 0.8252
C -0.4909 -2.5787 1.7986
H 1.6289 1.5932 -0.8904
C -1.3799 -2.0876 0.8409
H 1.6542 0.0604 1.8299
H -0.4490 2.1867 -0.7303
O -0.5698 2.5293 -1.6855
H 1.4599 -2.3772 2.5600
C 0.7544 -0.5223 1.6503
H -1.7678 -0.5252 -0.5320
H 2.3261 1.4673 -2.3171
O -0.1566 1.3574 0.5059
O 0.4274 2.5967 -3.6521
C 0.6799 -1.8474 2.0340
C -0.5457 -4.0466 2.1840
H 2.5110 3.0361 -1.5658
H -1.5071 -4.2472 2.6662
C 0.5037 2.5149 -2.4447
H 0.2216 -4.4520 2.8479

Cartesian forces, eV/Å:
0.3 -0.9 0.3
-0.4 0.1 -0.2
0.2 -1.2 -0.1
-0.4 -0.1 -0.3
-0.1 -1.0 -0.1
0.8 -1.4 -0.6
-0.3 0.7 1.1
0.3 1.7 0.1
0.0 0.0 0.3
0.3 -0.5 -0.1
-0.4 0.6 -0.1
0.3 0.3 0.2
0.9 0.5 -0.3
-0.3 0.4 0.2
0.4 0.2 -1.0
0.2 0.3 0.2
0.0 0.5 -0.1
-1.3 0.1 0.2
-0.5 -0.1 0.1
-0.3 0.2 0.1
0.0 -0.3 -0.1
0.1 -0.6 0.1
0.2 0.7 0.3

Let us look at the natural (NBO) charges, expressed in e, one per atom:
1 H 0.197
2 C -0.312
3 C -0.761
4 H 0.194
5 C 0.374
6 C -0.131
7 H 0.258
8 C -0.223
9 H 0.192
10 H 0.531
11 O -0.714
12 H 0.187
13 C -0.318
14 H 0.193
15 H 0.218
16 O -0.821
17 O -0.647
18 C -0.214
19 C -0.615
20 H 0.220
21 H 0.197
22 C 0.797
23 H 0.196

***

Number 3 is which compound? C9H11NSe

***

What is the net charge in the third record? 0

***

What is the formula in the sixth record? C9H11O3

***

Among the records above, which one has the lowest relative energy (zero: lowest compared OMol25 entry of this formula, charge and spin)? C9H11NO5Sn